Entry 1:
11
Properties=species:S:1:pos:R:3:forces:R:3:mulliken_charge:R:1 method="wB97M-V/def2-TZVPD" relative_energy_kj_mol=243.22 orbital_gap_ev=9.39 homo_ev=-8.90 fmax_ev_per_a=3.9 lumo_energy_ev=0.4926
C 0.712716 2.462487 -1.378226 -0.087 0.609 0.118 0.371
C 0.257701 1.528409 -0.763601 -0.906 1.102 -0.364 -0.375
C -0.324960 0.492265 0.076824 2.193 1.971 -0.602 0.110
C 0.433016 -0.570162 0.127512 -0.921 -2.807 2.610 -0.933
O -1.295492 0.882928 0.917206 -1.013 -1.122 0.405 -0.450
H 1.050766 3.407895 -1.827387 -0.242 -1.290 0.350 0.418
H 0.297578 -1.338015 0.923148 -0.193 0.507 -0.621 0.204
H 1.219783 -0.782153 -0.513791 1.172 0.097 -1.229 0.311
H -1.658095 0.063000 1.335113 0.359 1.028 -0.332 0.341
Cl -2.288583 -0.374309 -1.958021 0.070 -2.582 0.107 -0.266
H -2.038758 -1.715328 -1.726693 -0.431 2.488 -0.443 0.269

---

Entry 2:
11
Properties=species:S:1:pos:R:3:forces:R:3:mulliken_charge:R:1 method="wB97M-V/def2-TZVPD" relative_energy_kj_mol=252.22 multiplicity=3 orbital_gap_ev="7.36 / 8.18" homo_ev="-6.51 / -9.98" fmax_ev_per_a=4.2 lumo_energy_ev="0.8445 / -1.8015"
C 0.704301 -1.271285 -0.061405 1.709 0.933 0.685 0.495
C 0.278099 -2.377332 0.501994 -1.873 0.569 2.506 -0.841
C 1.474775 -0.071396 -0.276509 0.554 -3.207 0.776 0.322
C 0.100395 1.723684 -0.426635 -2.435 3.372 -0.610 -0.968
O 1.178419 -0.936984 -1.334102 0.548 0.179 -0.346 -0.353
Cl 3.009598 0.470944 0.282213 -0.483 -0.356 -0.442 -0.126
H -0.128944 -3.117222 -0.103320 -0.223 -1.356 -1.401 0.282
H -0.163119 -2.519315 1.559657 1.476 0.885 -1.591 0.231
H -0.279265 1.965256 0.608250 0.330 -0.782 -1.315 0.310
H -0.468384 1.071884 -1.169384 0.890 0.898 1.424 0.323
H 0.690294 2.577112 -0.856029 -0.493 -1.135 0.314 0.326